# 1
The following is a quantum chemistry calculation of 2 unconnected molecules or ions with the total composition C4H8O2, from OMol25.

Structure (ORCA input):
```
! RIJCOSX wB97M-V def2-TZVPD def2/J DEFGRID3
* xyz 0 1
H -1.3209 -1.2992 -0.0869
C -0.9338 -0.4626 0.5034
H -1.2340 2.4995 -0.2303
C -0.3625 2.0343 0.2397
O 1.5313 -1.5165 -1.6627
H -1.3941 -0.3384 1.4754
H 0.5386 2.5892 -0.0331
H -0.0978 0.4379 -1.2855
H -0.4854 2.0497 1.3267
C -0.2737 0.6187 -0.2208
O 0.4835 -0.2611 0.5959
C 1.2712 -1.9499 -0.5643
H 2.0116 -2.0727 0.2472
H 0.2661 -2.3288 -0.3047
*
```

Results
DFT total energy	-307.60093	a.u.
SMILES	C[C@@H]1CO1.C=O
energy above the lowest of the compared OMol25 structures with the same formula, charge and spin	69.97	kcal/mol

Atomic partial charges in e from the natural (NBO) method, atoms 1 to 6: H 0.186; C -0.125; H 0.219; C -0.631; O -0.573; H 0.194

# 2
The following is a quantum chemistry calculation of 4 unconnected molecules or ions with the total composition C20H34N7S3 in a non-equilibrium geometry, from OMol25.

Structure (ORCA input):
```
! RIJCOSX wB97M-V def2-TZVPD def2/J DEFGRID3
* xyz 1 1
H 4.1306 0.3047 1.3507
H -1.7584 -0.6693 3.5176
H -2.0424 -2.6993 -0.6245
C 3.8429 1.1261 -0.6581
H -4.5887 0.4726 -4.3971
H -0.1962 -5.0167 3.3444
H 0.6619 3.4408 0.2429
C 0.1989 -6.6888 2.1401
H 0.7707 1.0954 0.2782
C 0.8601 -1.8530 1.7721
N -0.4903 3.5670 2.3690
H -4.0904 -1.5953 -1.3153
C 3.4112 -1.7780 -0.9205
H 3.9334 2.0598 1.3205
H 1.2576 -1.0907 -0.1333
H 0.2244 -4.6441 1.6686
C -0.3175 -5.3350 2.3111
N 2.6992 0.5842 -1.4413
C -3.6273 0.9179 -4.6459
H -0.9452 -0.8014 -0.9229
N -2.0244 -2.1089 0.2042
C -1.6150 5.8988 2.6707
S 1.8477 3.1422 -1.8046
H -2.6969 5.8044 2.6012
S 1.9634 1.1610 -3.9672
C -3.0672 -1.2829 0.3723
C -1.3852 0.0453 1.0122
C 0.4102 2.9573 -0.6959
C -0.9926 4.5907 2.5022
C -1.3698 1.3536 0.2262
H 4.2570 -2.3476 -1.3026
H 2.5482 0.9963 1.0949
H -1.3759 -5.3117 2.0559
H -1.2630 6.5760 1.8948
S -2.7865 -1.2990 2.9313
H -1.6056 2.1742 0.8913
C 0.5076 -1.7143 0.3579
H 0.0137 0.9657 -1.3536
N -4.1410 -1.2553 -0.3651
C -2.6088 0.4843 -3.6953
H -0.4261 3.5065 -1.1314
H 4.7283 0.5225 -0.8629
N -1.7722 0.1375 -2.9888
H -0.8464 0.2375 1.9362
H 4.0805 2.1346 -0.9750
N 0.6025 -7.7536 2.0047
C 1.1819 -1.9476 2.9233
H -2.0802 1.2805 -0.6031
H -1.3536 6.3058 3.6454
C 2.9736 -0.7543 -1.9846
H 2.0490 -1.1068 -2.4423
C 0.0351 1.5119 -0.4111
H -3.7171 2.0021 -4.6172
H 3.7081 -0.7156 -2.7921
H 2.6116 -2.4833 -0.6983
N -2.8082 -0.3452 1.4122
H 0.5398 -2.7006 -0.1152
H -5.0137 -0.8637 -0.0409
C -0.8698 -1.1189 0.1163
H -3.3408 0.6098 -5.6495
H 1.6142 -1.9655 3.8974
C 3.6060 1.1272 0.8637
C 2.2098 1.4780 -2.3872
H 3.7375 -1.3258 0.0132
*
```

Results
DFT total energy	-2359.94577	a.u.

Atomic partial charges in e from the natural (NBO) method, atoms 1 to 6: H 0.211; H 0.145; H 0.403; C -0.232; H 0.254; H 0.258

# 3
The following is a quantum chemistry calculation of 2 unconnected molecules or ions with the total composition C4H6N2O in a non-equilibrium geometry, from OMol25.

Structure (ORCA input):
```
! RIJCOSX wB97M-V def2-TZVPD def2/J DEFGRID3
* xyz 0 3
N 1.6846 1.1057 -0.0532
C 0.2232 -0.5425 0.7475
H 1.1946 -0.2380 -1.3504
O -1.0060 -2.1766 -0.5456
H -0.1686 2.5897 -0.0149
C 1.0177 0.0321 -0.2640
H -0.7973 -1.5726 -1.2541
C -1.1987 2.0606 -0.0857
H 2.3395 1.3593 -0.8173
H 0.3826 -0.1353 1.7304
C -0.5723 -1.6383 0.6346
H -1.0287 -2.1916 1.4350
N -2.0706 1.3476 -0.1621
*
```

Results
DFT total energy	-340.56504	a.u.
energy above the lowest of the compared OMol25 structures with the same formula, charge and spin	21.24	kcal/mol
expectation value of S²	2.01

Atomic partial charges in e from the natural (NBO) method, atoms 1 to 6: N -0.609; C -0.121; H 0.176; O -0.604; H 0.275; C -0.144

# 4
The following is a quantum chemistry calculation of 3 unconnected molecules or ions with the total composition C13H33F3NO9P2S in a non-equilibrium geometry, from OMol25.

Structure (ORCA input):
```
! RIJCOSX wB97M-V def2-TZVPD def2/J DEFGRID3
* xyz 1 1
O 0.3218 0.2883 -0.9243
F -0.6413 -0.1865 -2.8825
C 8.9704 0.6799 -2.0042
H -0.2362 -5.1491 1.3884
O -3.5389 2.1138 1.4221
H -3.9462 3.3843 3.8920
C 0.3512 -0.4694 -2.0585
H -1.3539 1.2382 -0.1497
H -3.5597 -5.5323 0.5086
O 7.1567 0.6549 0.1555
H 9.3301 1.4614 -1.3405
H 4.1357 -0.3353 -2.6587
H -2.0635 -4.2051 2.2465
C -0.8954 0.2523 -0.2328
N -0.5876 -5.8602 0.7666
C -2.8326 -4.7586 0.2734
S -0.5083 -0.2993 1.4668
H -1.0047 -6.6195 1.2855
C 6.8455 -1.6775 -2.8937
C -3.7717 5.8744 2.2575
F 0.3398 -1.7684 -1.7835
H 3.0272 0.2762 -1.4192
H -3.1863 6.7037 1.8669
P -4.1460 3.4406 1.1908
C 3.9966 0.4012 -1.8632
H -5.1427 2.0728 3.6712
H 6.2081 -2.5480 -3.0412
H -2.7151 -0.9078 2.2457
H -3.2291 -4.1540 -0.5486
H 9.1535 -0.3011 -1.5695
H -4.0937 4.7612 -2.1159
O -3.2090 4.6508 1.7508
O -3.7441 3.7462 -0.3602
C -4.5315 4.6944 -1.1253
P 6.5675 0.3327 -1.1466
O 4.9677 0.2144 -0.8129
H -1.7125 -6.0974 -0.9743
O -5.2873 3.6370 2.3085
H 7.8802 -1.9637 -3.0834
H -0.9605 -4.5512 -0.7907
H -4.8115 6.0047 1.9662
H 9.4872 0.7563 -2.9588
C -4.9728 3.1452 3.6190
H -1.6328 -0.3970 -0.6955
H -3.6199 -3.4797 1.8535
H -1.0407 -2.6933 0.4397
O 7.5751 0.8703 -2.2860
C -1.4909 -5.3275 -0.2358
H 6.5606 -0.9044 -3.6050
C -2.6545 -3.7752 1.4380
C -2.0111 -2.4916 0.9029
H -4.5083 5.6803 -0.6576
O 6.7118 -1.2478 -1.5331
F 1.4888 -0.1936 -2.6600
C -1.8012 -1.4482 2.0072
H -3.7073 5.8785 3.3451
H -2.6701 -2.0942 0.1310
H -5.6549 3.6458 4.3022
H -0.6407 0.7609 2.2859
H 4.0702 1.4090 -2.2753
H -1.4700 -1.9454 2.9178
H -5.5611 4.3527 -1.2188
*
```

Results
DFT total energy	-2627.31104	a.u.

Atomic partial charges in e from the natural (NBO) method, atoms 1 to 6: O -0.504; F -0.302; C -0.241; H 0.346; O -1.148; H 0.193

DFT total energy of number 2 (C20H34N7S3)? -2359.94577 a.u.

Repeat the third record exactly.
The following is a quantum chemistry calculation of 2 unconnected molecules or ions with the total composition C4H6N2O in a non-equilibrium geometry, from OMol25.

Structure (ORCA input):
```
! RIJCOSX wB97M-V def2-TZVPD def2/J DEFGRID3
* xyz 0 3
N 1.6846 1.1057 -0.0532
C 0.2232 -0.5425 0.7475
H 1.1946 -0.2380 -1.3504
O -1.0060 -2.1766 -0.5456
H -0.1686 2.5897 -0.0149
C 1.0177 0.0321 -0.2640
H -0.7973 -1.5726 -1.2541
C -1.1987 2.0606 -0.0857
H 2.3395 1.3593 -0.8173
H 0.3826 -0.1353 1.7304
C -0.5723 -1.6383 0.6346
H -1.0287 -2.1916 1.4350
N -2.0706 1.3476 -0.1621
*
```

Results
DFT total energy	-340.56504	a.u.
energy above the lowest of the compared OMol25 structures with the same formula, charge and spin	21.24	kcal/mol
expectation value of S²	2.01

Atomic partial charges in e from the natural (NBO) method, atoms 1 to 6: N -0.609; C -0.121; H 0.176; O -0.604; H 0.275; C -0.144